# C81H210N10O29

A cluster of 19 separate species, C81H210N10O29 in total at a distorted geometry (ωB97M-V/def2-TZVPD, the OMol25 dataset).

Each line ends with the Mulliken charge.
Cartesian coordinates (Å):
C: -1.77 1.21 5.42  0.246
O: -3.20 1.14 5.34  -0.530
H: -1.52 2.23 5.76  0.373
H: -1.40 0.53 6.17  -0.313
H: -1.30 1.07 4.44  -0.020
H: -3.44 0.43 5.97  0.371
C: 2.86 1.64 0.20  -1.055
O: 2.89 0.19 0.42  0.421
H: 1.92 2.09 0.56  0.193
H: 3.66 2.08 0.80  0.495
H: 3.05 1.83 -0.88  0.191
H: 2.01 -0.13 0.22  -0.347
C: -2.52 -3.53 -2.66  -0.092
O: -3.51 -4.11 -3.45  -0.509
H: -2.25 -2.55 -3.00  -0.185
H: -2.90 -3.49 -1.62  -0.316
H: -1.60 -4.11 -2.68  0.740
H: -3.23 -4.18 -4.37  0.267
C: -1.53 -8.36 2.02  -1.428
C: -1.42 -7.15 1.03  0.705
C: -1.70 -5.81 1.67  -0.683
O: -0.07 -7.05 0.49  -0.480
H: -0.95 -8.15 2.94  0.331
H: -1.11 -9.23 1.51  0.387
H: -2.56 -8.56 2.19  0.211
H: -2.09 -7.31 0.17  -0.002
H: -1.11 -5.71 2.59  0.636
H: -2.74 -5.69 2.01  0.378
H: -1.38 -5.00 1.06  -0.372
H: 0.11 -7.72 -0.19  0.293
C: -4.99 -0.48 -2.26  0.194
C: -5.64 -0.70 -3.63  0.841
C: -6.54 -2.00 -3.66  -1.538
O: -6.49 0.45 -3.89  -0.591
H: -4.09 -1.09 -2.21  -0.259
H: -5.70 -0.78 -1.49  0.451
H: -4.68 0.53 -2.04  -0.220
H: -4.89 -0.79 -4.42  -0.382
H: -7.29 -2.08 -2.86  0.398
H: -5.91 -2.88 -3.54  0.238
H: -7.04 -2.04 -4.64  0.423
H: -7.08 0.50 -3.13  0.419
C: -2.77 1.53 1.95  0.771
C: -4.07 1.26 1.15  1.147
C: -5.33 1.20 2.11  -1.024
O: -4.29 2.25 0.17  0.115
H: -2.03 1.72 1.20  -0.486
H: -2.46 0.64 2.51  -0.522
H: -2.96 2.33 2.68  0.108
H: -3.90 0.30 0.64  -0.637
H: -6.27 1.02 1.61  0.427
H: -5.43 2.10 2.70  -0.122
H: -5.27 0.40 2.87  0.238
H: -4.54 3.08 0.66  0.010
C: 3.91 -1.97 3.46  0.294
C: 5.22 -2.14 2.61  0.658
C: 5.98 -3.40 2.88  -1.706
O: 4.95 -2.05 1.23  -0.524
H: 3.18 -2.78 3.34  0.103
H: 3.40 -1.02 3.24  -0.682
H: 4.05 -1.97 4.54  0.015
H: 5.89 -1.35 2.88  0.275
H: 6.36 -3.44 3.90  0.301
H: 6.85 -3.46 2.17  0.395
H: 5.40 -4.27 2.65  0.342
H: 4.29 -1.38 1.04  0.153
C: 2.26 -3.14 -1.38  0.321
C: 1.94 -4.49 -0.80  0.695
C: 2.54 -4.73 0.56  -0.816
O: 0.50 -4.53 -0.59  -0.175
H: 1.98 -2.36 -0.70  -0.790
H: 1.72 -2.95 -2.33  0.211
H: 3.33 -3.10 -1.57  -0.038
H: 2.26 -5.28 -1.53  0.193
H: 2.35 -3.86 1.19  -0.217
H: 3.63 -4.82 0.59  0.388
H: 2.02 -5.60 1.06  0.260
H: 0.22 -5.45 -0.39  0.171
C: 2.59 7.25 -0.13  -1.460
C: 2.51 5.76 -0.15  0.377
C: 1.54 5.32 -1.23  -0.233
O: 3.80 5.15 -0.38  -0.553
H: 3.05 7.48 -1.09  0.362
H: 3.22 7.64 0.68  0.330
H: 1.61 7.68 -0.09  0.364
H: 2.25 5.42 0.87  0.285
H: 0.58 5.80 -1.11  0.020
H: 1.47 4.24 -1.23  -0.061
H: 1.84 5.63 -2.22  0.270
H: 4.20 5.50 -1.19  0.341
C: -2.60 3.22 -14.06  -0.726
O: -1.76 3.00 -12.92  -0.338
C: -2.44 2.35 -11.84  -0.347
C: -1.34 1.79 -10.91  -0.457
N: -2.12 1.19 -9.76  -0.317
C: -2.32 2.09 -8.69  -0.022
C: -2.90 1.47 -7.44  0.497
O: -1.96 0.51 -7.02  -0.272
C: -2.39 -0.23 -5.91  -0.634
H: -2.32 4.09 -14.62  0.258
H: -3.63 3.37 -13.73  0.324
H: -2.56 2.30 -14.69  0.258
H: -3.01 1.49 -12.24  0.316
H: -3.18 3.03 -11.32  0.220
H: -0.57 2.48 -10.56  0.120
H: -0.93 0.97 -11.50  0.467
H: -1.78 0.29 -9.43  0.317
H: -3.03 2.88 -8.96  0.443
H: -1.47 2.68 -8.32  -0.565
H: -3.93 1.08 -7.54  0.437
H: -3.00 2.22 -6.65  -0.727
H: -3.24 -0.91 -6.12  0.468
H: -2.62 0.44 -5.07  0.095
H: -1.55 -0.87 -5.57  0.202
C: -3.31 5.51 5.36  -0.490
O: -4.26 5.70 4.32  -0.393
C: -5.19 4.62 4.14  0.149
C: -5.92 4.85 2.85  -1.362
N: -5.13 4.67 1.59  -0.023
C: -5.72 5.41 0.51  -1.229
C: -4.81 5.41 -0.72  1.578
O: -3.63 6.11 -0.46  -0.536
C: -2.52 5.99 -1.25  0.158
H: -2.68 6.37 5.32  0.294
H: -2.72 4.62 5.12  0.057
H: -3.81 5.38 6.31  0.288
H: -5.96 4.64 4.92  0.470
H: -4.65 3.65 4.09  -0.174
H: -6.41 5.83 2.86  0.556
H: -6.72 4.11 2.82  0.455
H: -4.24 5.14 1.80  0.142
H: -5.89 6.47 0.78  0.512
H: -6.70 4.96 0.28  0.377
H: -5.32 6.01 -1.51  0.345
H: -4.55 4.44 -1.13  -1.309
H: -1.78 6.72 -0.91  0.373
H: -2.73 6.20 -2.30  -0.116
H: -2.09 4.96 -1.24  -0.219
C: 7.58 -2.44 8.79  -0.635
O: 6.21 -2.12 8.92  -0.365
C: 5.75 -1.53 7.69  -0.359
C: 4.28 -1.57 7.69  0.094
N: 3.79 -2.96 7.50  -0.224
C: 2.33 -3.10 7.35  -0.004
C: 2.06 -4.59 7.07  -0.628
O: 2.33 -5.34 8.22  -0.336
C: 2.31 -6.71 7.93  -0.830
H: 7.77 -3.15 7.95  0.268
H: 7.94 -2.92 9.74  0.274
H: 8.20 -1.53 8.66  0.231
H: 6.22 -2.15 6.88  0.116
H: 6.09 -0.50 7.50  0.409
H: 3.80 -0.98 6.88  -0.466
H: 3.87 -1.18 8.66  0.438
H: 4.03 -3.53 8.30  0.301
H: 1.98 -2.49 6.51  -0.185
H: 1.70 -2.80 8.21  0.216
H: 2.72 -4.91 6.20  0.269
H: 1.05 -4.76 6.73  0.454
H: 1.39 -6.96 7.45  0.317
H: 2.37 -7.26 8.89  0.262
H: 3.11 -6.99 7.25  0.330
C: -3.75 -2.49 2.78  0.252
O: -4.70 -3.34 2.03  -0.669
C: -4.77 -2.97 0.69  1.760
C: -5.95 -3.71 -0.02  -1.222
N: -5.93 -5.13 0.11  -0.268
C: -4.84 -5.78 -0.50  0.953
C: -4.91 -7.25 -0.20  -1.260
O: -4.87 -7.46 1.23  -0.219
C: -5.11 -8.74 1.57  -0.982
H: -3.97 -2.72 3.84  0.258
H: -3.99 -1.42 2.69  -0.130
H: -2.70 -2.73 2.56  -0.052
H: -3.82 -3.14 0.19  -0.497
H: -4.91 -1.87 0.61  -0.317
H: -5.95 -3.40 -1.08  -0.040
H: -6.87 -3.34 0.50  0.505
H: -6.07 -5.36 1.07  0.369
H: -3.81 -5.40 -0.28  -0.606
H: -4.88 -5.68 -1.59  0.187
H: -4.08 -7.81 -0.66  0.338
H: -5.88 -7.71 -0.46  0.672
H: -6.09 -9.05 1.15  0.315
H: -5.10 -8.80 2.63  0.246
H: -4.33 -9.35 1.13  0.426
C: 1.46 5.48 -6.13  -0.914
O: 0.11 5.15 -5.83  0.003
C: -0.78 5.50 -6.87  -1.243
C: -2.20 5.18 -6.47  0.199
N: -2.68 5.97 -5.41  -0.178
C: -4.12 5.99 -5.15  -1.239
C: -4.63 4.64 -4.60  -0.474
O: -3.69 4.12 -3.70  0.875
C: -4.18 2.91 -3.07  -2.122
H: 1.53 6.53 -6.36  0.399
H: 1.82 4.88 -6.98  0.220
H: 2.13 5.16 -5.32  0.161
H: -0.59 4.93 -7.78  0.428
H: -0.69 6.52 -7.13  0.556
H: -2.22 4.10 -6.23  -0.422
H: -2.78 5.33 -7.39  0.473
H: -2.09 6.01 -4.60  0.240
H: -4.66 6.24 -6.07  0.396
H: -4.29 6.81 -4.46  0.375
H: -4.79 3.96 -5.47  0.212
H: -5.68 4.72 -4.19  0.419
H: -3.45 2.57 -2.30  0.041
H: -4.24 2.15 -3.81  0.678
H: -5.12 3.08 -2.61  0.854
C: 7.19 1.69 8.91  -0.858
O: 6.25 2.21 8.01  -0.317
C: 5.17 2.81 8.69  -0.428
C: 4.18 3.38 7.71  -0.791
N: 3.37 2.32 7.14  -0.071
C: 2.26 2.82 6.40  -1.409
C: 1.59 1.73 5.64  -0.084
O: 2.54 1.01 4.80  0.077
C: 2.85 1.68 3.58  -0.822
H: 6.79 0.86 9.49  0.369
H: 7.58 2.40 9.69  0.333
H: 8.04 1.35 8.33  0.268
H: 5.52 3.62 9.34  0.436
H: 4.66 2.01 9.28  0.230
H: 4.73 3.95 6.94  0.344
H: 3.54 4.05 8.30  0.440
H: 3.99 1.85 6.48  0.062
H: 2.60 3.63 5.74  0.376
H: 1.54 3.34 7.08  0.507
H: 0.80 2.15 5.03  0.248
H: 1.23 0.92 6.24  0.119
H: 1.94 1.67 2.93  0.098
H: 3.69 1.16 3.19  0.217
H: 3.09 2.72 3.78  0.405
C: 2.10 -0.24 -3.87  -0.245
O: 3.30 -0.95 -3.67  -0.332
C: 4.43 -0.08 -3.39  0.070
C: 5.57 -1.00 -3.10  -0.359
N: 5.79 -1.82 -4.31  -0.367
C: 6.84 -2.86 -4.20  -1.101
C: 6.54 -4.08 -3.36  -0.008
O: 5.42 -4.77 -3.89  -0.359
C: 4.88 -5.77 -3.02  -0.519
H: 1.92 0.37 -3.00  0.068
H: 1.22 -0.92 -3.91  0.152
H: 2.12 0.32 -4.82  0.289
H: 4.08 0.53 -2.53  -0.238
H: 4.51 0.60 -4.25  0.267
H: 5.31 -1.55 -2.21  0.041
H: 6.51 -0.50 -2.83  0.497
H: 4.93 -2.32 -4.46  0.314
H: 7.80 -2.39 -3.89  0.410
H: 7.01 -3.25 -5.22  0.357
H: 6.31 -3.66 -2.35  0.039
H: 7.42 -4.75 -3.31  0.437
H: 3.99 -6.14 -3.54  0.237
H: 4.69 -5.41 -2.02  0.096
H: 5.53 -6.66 -2.90  0.366
C: 0.50 -1.66 4.08  1.204
O: -0.28 -1.37 2.95  0.499
C: 0.30 -1.93 1.74  0.351
C: -0.53 -1.45 0.59  -0.614
N: 0.00 -0.15 0.11  1.165
C: -0.67 0.12 -1.18  -0.549
C: -0.54 1.52 -1.71  0.029
O: -1.15 1.52 -2.97  0.927
C: -0.78 2.61 -3.75  -0.072
H: -0.02 -1.22 4.92  -0.908
H: 1.48 -1.23 3.94  -0.857
H: 0.61 -2.75 4.17  0.528
H: 0.28 -3.04 1.87  0.286
H: 1.34 -1.61 1.56  -0.644
H: -1.58 -1.33 0.87  0.070
H: -0.41 -2.20 -0.22  -0.113
H: -0.27 0.53 0.81  0.011
H: -1.71 -0.23 -1.18  -0.178
H: -0.16 -0.57 -1.86  -0.014
H: 0.57 1.73 -1.82  -0.639
H: -0.98 2.28 -1.06  0.100
H: -0.81 3.55 -3.20  0.043
H: -1.37 2.63 -4.66  -0.693
H: 0.28 2.45 -4.02  0.557
C: -0.94 0.75 10.73  -0.637
O: -2.12 0.05 10.33  -0.498
C: -1.99 -0.51 9.04  0.693
C: -3.27 -1.23 8.58  -1.029
N: -3.22 -1.35 7.14  -0.055
C: -2.27 -2.30 6.47  1.209
C: -2.30 -3.68 7.00  -0.965
O: -1.73 -3.70 8.32  -0.149
C: -1.54 -5.03 8.66  -0.568
H: -1.11 1.17 11.72  0.262
H: -0.80 1.58 10.02  0.252
H: -0.11 0.06 10.71  0.269
H: -1.05 -1.14 8.97  0.008
H: -1.81 0.32 8.31  -0.009
H: -4.08 -0.49 8.75  0.401
H: -3.44 -2.14 9.16  0.266
H: -4.15 -1.59 6.82  0.362
H: -1.31 -1.82 6.45  -0.415
H: -2.64 -2.34 5.42  -0.904
H: -1.79 -4.46 6.42  0.642
H: -3.34 -4.02 7.03  0.304
H: -1.29 -5.12 9.74  0.220
H: -0.67 -5.48 8.13  0.035
H: -2.41 -5.65 8.40  0.360
C: 0.83 2.03 -7.57  -0.648
O: 2.24 2.01 -7.41  0.010
C: 2.96 2.00 -8.63  -0.557
C: 4.41 1.80 -8.24  -0.516
N: 5.35 1.66 -9.39  -0.375
C: 5.64 2.88 -10.13  -0.790
C: 6.43 3.94 -9.33  -0.399
O: 7.54 3.29 -8.82  -0.311
C: 8.31 4.00 -7.87  -0.754
H: 0.41 2.41 -6.66  0.042
H: 0.51 1.01 -7.89  0.422
H: 0.56 2.69 -8.39  0.208
H: 2.80 2.98 -9.11  0.330
H: 2.71 1.18 -9.31  0.239
H: 4.49 0.90 -7.62  0.330
H: 4.77 2.63 -7.65  0.203
H: 6.20 1.25 -9.06  0.316
H: 4.72 3.34 -10.50  0.307
H: 6.22 2.58 -10.99  0.402
H: 5.79 4.32 -8.49  0.228
H: 6.67 4.80 -9.94  0.472
H: 8.95 3.23 -7.43  0.237
H: 7.68 4.43 -7.11  0.338
H: 8.94 4.72 -8.43  0.264

Output
LUMO energy = 0.0142 Ha
Maximum force = 3.4 eV/Å
HOMO-LUMO gap = 8.67 eV
M = 1788.6 g/mol
Total energy = -161665.8396 eV
E_HOMO = -8.28 eV

=====

# C28H46N3O9S2

A cluster of 2 separate species, C28H46N3O9S2 in total at a distorted geometry (ωB97M-V/def2-TZVPD, the OMol25 dataset).

Each line ends with the Mulliken charge.
Cartesian coordinates (Å):
C: 0.79 2.67 2.74  -0.855
C: -0.16 1.87 3.37  -0.692
C: -0.78 0.56 2.72  0.187
C: -0.02 -0.70 3.40  0.041
C: 1.08 -0.22 4.41  -0.373
N: 2.32 -0.25 4.11  -0.458
O: -0.51 0.50 1.33  0.461
C: -1.59 0.06 0.52  1.749
C: -2.12 -1.39 0.85  -1.273
O: -3.01 -1.45 1.99  -0.326
C: -2.88 -2.68 2.69  -0.184
C: -3.68 -3.88 2.00  -1.135
C: -2.81 1.08 0.56  0.847
C: -4.19 0.69 0.25  -0.501
C: -5.31 1.62 0.33  -0.803
C: -5.13 3.02 0.73  -0.632
C: -3.75 3.43 1.02  -1.021
C: -2.63 2.49 0.96  -0.306
C: -0.99 0.04 -0.99  0.557
C: 0.27 0.98 -1.17  -0.201
C: 0.00 2.51 -1.00  0.169
C: 1.14 3.27 -1.82  -0.673
C: 0.60 3.57 -3.30  -0.770
S: 1.74 3.06 -4.63  1.285
O: 0.89 2.59 -5.74  -0.702
O: 2.51 4.20 -5.13  -0.676
O: 2.72 1.83 -4.19  -0.420
N: -2.04 0.63 -1.91  -0.581
C: -2.66 -0.23 -2.52  0.397
S: -3.65 -1.43 -2.96  -0.333
O: -0.76 -1.29 -1.48  -0.383
C: 0.51 -1.83 -1.07  0.930
C: 0.25 -3.39 -0.79  -0.915
C: -0.56 -4.07 -1.95  -0.181
O: -0.97 -5.38 -1.43  -0.567
C: 1.61 -1.80 -2.23  -0.490
C: 3.05 -1.71 -1.54  -0.051
O: 3.64 -3.04 -1.39  -0.655
C: 4.03 -0.74 -2.30  -0.617
N: 5.26 -0.48 -1.51  -0.674
H: 0.48 3.70 2.43  0.375
H: 1.85 2.33 2.58  0.000
H: -0.59 2.14 4.38  0.330
H: -1.85 0.55 3.03  0.660
H: 0.54 -1.25 2.59  -0.277
H: -0.73 -1.39 3.92  0.095
H: 0.69 0.17 5.40  0.332
H: 2.84 0.12 4.92  0.283
H: -2.69 -1.86 0.00  0.687
H: -1.21 -2.00 1.14  -0.104
H: -1.82 -2.98 2.93  0.223
H: -3.39 -2.53 3.69  0.365
H: -3.54 -4.79 2.65  0.382
H: -3.36 -4.05 0.95  0.247
H: -4.78 -3.62 2.09  0.286
H: -4.42 -0.36 -0.02  0.232
H: -6.33 1.21 0.10  0.351
H: -6.01 3.70 0.80  0.350
H: -3.57 4.50 1.30  0.366
H: -1.63 2.90 1.22  0.008
H: 0.60 0.83 -2.24  0.025
H: 1.16 0.71 -0.54  0.305
H: 0.18 2.78 0.07  -0.617
H: -0.98 2.87 -1.41  0.342
H: 1.38 4.22 -1.27  0.446
H: 2.10 2.69 -1.85  0.361
H: 0.45 4.69 -3.37  0.391
H: -0.38 3.06 -3.46  0.411
H: 2.35 1.00 -4.55  0.352
H: 0.90 -1.42 -0.10  -0.165
H: -0.22 -3.58 0.20  0.243
H: 1.28 -3.85 -0.75  0.242
H: -1.50 -3.54 -2.23  0.139
H: 0.10 -4.29 -2.83  0.198
H: -1.78 -5.65 -1.90  0.320
H: 1.62 -2.76 -2.81  0.651
H: 1.45 -0.96 -2.95  0.105
H: 2.98 -1.31 -0.48  0.337
H: 3.41 -3.30 -0.49  0.392
H: 3.52 0.27 -2.36  0.172
H: 4.36 -1.12 -3.30  0.334
H: 5.01 -0.32 -0.52  0.247
H: 5.88 -1.29 -1.54  0.281
C: 4.69 1.78 2.30  -0.467
O: 4.78 0.86 1.34  -0.804
H: 4.65 1.42 3.36  0.083
H: 5.53 2.52 2.37  0.321
H: 3.80 2.46 2.28  -0.010

Output
LUMO energy = 0.0654 Ha
Maximum force = 5.2 eV/Å
HOMO-LUMO gap = 4.62 eV
M = 632.8 g/mol
Total energy = -74340.7872 eV
E_HOMO = -2.84 eV
Charge = -1

=====

# C3H9OS

A structure of composition C3H9OS at a distorted geometry (ωB97M-V/def2-TZVPD, the OMol25 dataset).

Each line ends with the Mulliken charge.
Cartesian coordinates (Å):
C: -2.29 -0.57 0.74  -0.685
S: -1.63 0.62 -0.41  -0.630
H: -3.28 -0.83 0.45  0.230
H: -1.64 -1.43 0.64  0.192
H: -2.31 -0.11 1.74  0.173
C: 1.43 0.88 -0.45  -0.473
O: 0.78 1.26 0.78  -0.596
C: 1.44 -0.65 -0.58  -0.540
H: 0.86 1.21 -1.30  0.286
H: 2.42 1.45 -0.49  0.264
H: -0.21 1.08 0.59  0.226
H: 0.45 -1.04 -0.36  0.015
H: 1.84 -0.86 -1.53  0.308
H: 2.14 -1.01 0.18  0.229

Output
LUMO energy = 0.1554 Ha
Maximum force = 2.6 eV/Å
HOMO-LUMO gap = 6.84 eV
M = 93.2 g/mol
Total energy = -16139.7705 eV
E_HOMO = -2.61 eV
Charge = -1